# 1
The following is a quantum chemistry calculation of a 2-piece molecular cluster, C12H24FN3O6P overall, from the Open Molecules 2025 dataset.

Cartesian coordinates (Å):
C: -2.9419 0.3557 -1.4997
C: -1.6201 -0.2097 -1.8933
O: -0.5749 0.4177 -1.0757
P: 0.8745 0.4718 -1.7198
O: 1.8519 0.8502 -0.6906
C: 1.2826 -1.1492 -2.4147
C: 2.2283 -1.8747 -1.4517
C: 1.4070 -2.6593 -0.4236
N: 0.5677 -1.7442 0.3393
C: 0.8249 -1.3008 1.5498
N: 1.8815 -1.6451 2.3140
C: 1.4924 -2.2435 3.5868
C: 0.5587 -1.2399 4.2989
C: 0.2327 -0.0395 3.4388
F: 1.2880 0.8758 3.4576
N: -0.0950 -0.4012 2.0788
O: 0.8145 1.4627 -2.9638
C: 0.1548 2.7341 -2.7376
C: 0.9794 3.7110 -1.9329
H: -3.7129 -0.2733 -1.9431
H: -3.0941 1.3490 -1.9059
H: -3.1076 0.3575 -0.4220
H: -1.6061 -1.2900 -1.7115
H: -1.4171 -0.0663 -2.9562
H: 0.4120 -1.7693 -2.5973
H: 1.7467 -0.9957 -3.3840
H: 2.8283 -2.5668 -2.0408
H: 2.8977 -1.1741 -0.9670
H: 0.7343 -3.3118 -0.9763
H: 2.0120 -3.3058 0.2028
H: -0.2510 -1.3784 -0.1290
H: 2.6478 -2.0950 1.8320
H: 2.3588 -2.4266 4.2081
H: 0.9143 -3.1527 3.4260
H: 1.0100 -0.8319 5.1957
H: -0.3676 -1.7164 4.5973
H: -0.6190 0.4868 3.8596
H: -0.0195 0.4431 1.4976
H: 0.0066 3.1590 -3.7240
H: -0.8363 2.6192 -2.3069
H: 1.1697 3.3723 -0.9229
H: 0.4418 4.6524 -1.8709
H: 1.9179 3.8963 -2.4494
C: -4.3258 2.4285 0.7928
O: -4.3152 2.9664 -0.3639
O: -4.1768 3.1149 1.8748
O: -4.4558 1.1369 0.9238

Forces on atoms 1 to 2 (eV/Å):
-0.085 -0.268 -0.499
-0.559 0.050 0.072

Properties
* HOMO: -0.48 eV
* net charge: -1
* E_tot: -41594.3197 eV
* multiplicity: 1
* frontier orbital gap: 1.85 eV



# 2
The following is a quantum chemistry calculation of C43H34CrN5O7P2S4 as an isolated structure, from the Open Molecules 2025 dataset.

Cartesian coordinates (Å):
Cr: 1.6148 2.2378 0.7644
S: 0.2044 4.5810 3.8305
C: 0.0340 4.9014 2.1922
S: 1.3147 4.4630 1.0374
C: -1.0641 5.5763 1.6445
C: -1.1897 5.7787 0.2481
N: -1.3537 5.9411 -0.8846
C: -2.1260 6.0469 2.4481
N: -3.0082 6.4386 3.0823
C: -1.9050 2.1830 2.2804
C: -0.6721 1.6278 2.8817
N: 0.5532 1.6784 2.3925
C: 1.3640 1.0030 3.2556
C: 0.6199 0.5161 4.2930
N: -0.6647 0.9194 4.0265
C: 0.9486 -0.3388 5.4419
O: 2.2143 -0.6634 5.5827
O: 0.0739 -0.7335 6.1894
C: 2.8157 0.9987 2.9654
O: 3.5986 0.4275 3.7433
O: 3.1327 1.6282 1.9071
H: -1.6487 2.8461 1.4584
H: -2.4712 2.7498 3.0202
H: -2.5323 1.3777 1.8937
H: -1.4377 0.7418 4.6465
H: 2.8111 -0.2306 4.8724
C: -2.4803 -0.9004 -0.7070
P: -0.7422 -0.3049 -0.0687
C: 0.0203 -1.9824 -0.0999
C: 0.0368 -2.8935 -1.1507
C: 0.7005 -4.1071 -1.0245
C: 1.3309 -4.4402 0.1634
C: 1.2818 -3.5599 1.2350
C: 0.6344 -2.3445 1.0991
C: -0.4721 0.6094 -1.6479
C: -0.0984 0.1063 -2.8880
C: -0.0240 0.9489 -3.9910
C: -0.3089 2.3013 -3.8715
C: -0.6667 2.8199 -2.6367
C: -0.7500 1.9745 -1.5422
P: -3.6494 -1.1823 0.6919
C: -4.9678 -2.1764 -0.1311
C: -5.7650 -3.0083 0.6583
C: -6.7878 -3.7541 0.0990
C: -7.0457 -3.6703 -1.2634
C: -6.2842 -2.8223 -2.0513
C: -5.2583 -2.0730 -1.4888
C: -2.8261 -2.5761 1.5689
C: -2.4151 -2.3799 2.8830
C: -1.8005 -3.4011 3.5947
C: -1.5998 -4.6313 2.9922
C: -2.0045 -4.8374 1.6787
C: -2.6140 -3.8165 0.9708
H: -2.4216 -1.7846 -1.3481
H: -2.9020 -0.0741 -1.2858
H: -0.4641 -2.6679 -2.0838
H: 0.7325 -4.7907 -1.8653
H: 1.8654 -5.3785 0.2518
H: 1.7579 -3.8144 2.1739
H: 0.6194 -1.6395 1.9227
H: 0.1640 -0.9367 -3.0061
H: 0.2573 0.5402 -4.9553
H: -0.2387 2.9520 -4.7336
H: -0.8724 3.8760 -2.5137
H: -1.0429 2.3909 -0.5779
H: -5.5640 -3.0786 1.7212
H: -7.3868 -4.4045 0.7249
H: -7.8368 -4.2626 -1.7064
H: -6.4856 -2.7440 -3.1129
H: -4.6785 -1.4095 -2.1175
H: -2.5870 -1.4177 3.3501
H: -1.4776 -3.2297 4.6143
H: -1.1264 -5.4342 3.5438
H: -1.8373 -5.7972 1.2051
H: -2.9369 -3.9854 -0.0497
C: 2.6097 -0.4153 -0.1790
O: 1.4769 0.2974 0.2292
H: 2.3806 -1.0634 -1.0377
H: 2.9899 -1.0539 0.6304
H: 3.4155 0.2625 -0.4765
O: 6.1452 5.4736 -3.2434
S: 6.2393 4.2452 -2.4956
O: 7.4813 4.0288 -1.8006
N: 4.9371 4.0467 -1.5067
C: 4.1750 3.0834 -1.9346
S: 2.6684 2.5776 -1.3392
C: 4.6674 2.3528 -3.1418
C: 4.0836 1.2675 -3.7794
C: 4.7450 0.7163 -4.8676
C: 5.9618 1.2311 -5.3031
C: 6.5403 2.3217 -4.6643
C: 5.8748 2.8619 -3.5858
H: 3.1409 0.8843 -3.4162
H: 4.3087 -0.1311 -5.3821
H: 6.4668 0.7755 -6.1460
H: 7.4838 2.7340 -4.9979

Forces on atoms 1 to 2 (eV/Å):
0.925 -1.138 0.344
0.021 0.120 -0.034

Properties
* HOMO (spin up / spin down): -2.91 / -2.93 eV
* net charge: -2
* E_tot: -157270.2325 eV
* ⟨S²⟩: 0.77
* multiplicity: 2
* frontier orbital gap (spin up / spin down): 6.33 / 6.47 eV



# 3
The following is a quantum chemistry calculation of one molecule with the formula C20H24N2O3, from the Open Molecules 2025 dataset.

Cartesian coordinates (Å):
C: -3.4845 -2.6088 5.6714
N: -2.4437 -2.2909 4.6899
C: -1.1185 -3.0019 4.7309
C: -2.5753 -1.1587 3.8896
C: -3.8375 -0.7826 3.4145
C: -3.9747 0.4082 2.6113
C: -2.8395 1.1433 2.2526
C: -1.5815 0.7395 2.6695
O: -0.4726 1.4165 2.3315
C: 0.1295 1.0878 1.1268
C: 1.1466 1.9890 0.7141
C: 1.8187 1.7301 -0.5157
C: 1.4859 0.6241 -1.2618
N: 2.2253 0.3711 -2.4031
C: 3.6714 0.2803 -2.2836
C: 4.1775 1.1608 -3.4496
C: 3.0771 1.0568 -4.4537
C: 1.8004 1.0222 -3.6516
C: 0.7163 0.1750 -4.3237
C: 0.1921 0.8817 -5.5482
O: -0.4960 1.8639 -5.3977
O: 0.5825 0.5039 -6.7954
C: 0.4965 -0.2275 -0.8648
C: -0.2057 0.0089 0.2840
C: -1.4728 -0.3798 3.5143
H: -4.3069 -3.1075 5.2167
H: -3.0855 -3.2340 6.4708
H: -3.8336 -1.6628 6.1451
H: -0.6100 -2.9662 3.7385
H: -1.2599 -4.0338 5.0505
H: -0.4801 -2.4807 5.4615
H: -4.7454 -1.2873 3.7239
H: -4.9597 0.6859 2.2745
H: -2.9887 2.0273 1.6495
H: 1.3643 2.8825 1.3307
H: 2.6010 2.4201 -0.8323
H: 4.0756 0.5594 -1.2998
H: 3.9379 -0.7758 -2.4704
H: 5.1663 0.8126 -3.8061
H: 4.2384 2.1960 -3.1696
H: 3.1230 1.8751 -5.1633
H: 3.2150 0.1239 -5.0069
H: 1.4424 2.0365 -3.4603
H: -0.0830 0.0125 -3.6222
H: 1.0979 -0.7863 -4.6062
H: 0.2553 1.1725 -7.4337
H: 0.2489 -1.0595 -1.5164
H: -0.9687 -0.7102 0.5528
H: -0.4619 -0.7128 3.8213

Forces on atoms 1 to 2 (eV/Å):
1.058 1.209 0.177
1.160 -0.774 -0.268

Properties
* HOMO: -7.70 eV
* SMILES string: CN(C)c1cccc(Oc2ccc(N3CCC[C@H]3CC(=O)O)cc2)c1
* E_tot: -30251.3217 eV
* multiplicity: 1
* frontier orbital gap: 8.47 eV



# 4
The following is a quantum chemistry calculation of one molecule with the formula C4H10O2, from the Open Molecules 2025 dataset.

Cartesian coordinates (Å):
C: -0.9059 -2.1136 -0.5999
O: 0.0097 -1.0452 -0.5363
C: -0.6325 0.2166 -0.4429
C: 0.4564 1.2779 -0.3820
C: 1.1632 1.3820 0.9880
O: 1.0697 0.2449 1.8187
H: -1.5858 -2.0074 -1.4581
H: -0.3328 -3.0365 -0.7139
H: -1.5096 -2.1766 0.3173
H: -1.2799 0.2349 0.4536
H: -1.2644 0.3742 -1.3296
H: 1.1810 1.0360 -1.1698
H: 0.0086 2.2514 -0.6268
H: 2.2236 1.6159 0.8347
H: 0.7245 2.2066 1.5540
H: 0.6743 -0.4612 1.2931

Forces on atoms 1 to 2 (eV/Å):
-0.163 -0.223 0.001
0.022 -0.037 0.118

Properties
* HOMO: -9.88 eV
* SMILES string: COCCCO
* E_tot: -8404.2374 eV
* multiplicity: 1
* frontier orbital gap: 10.85 eV



# 5
The following is a quantum chemistry calculation of one molecule with the formula C3H8O, from the Open Molecules 2025 dataset.

Cartesian coordinates (Å):
C: -1.0991 -0.5998 0.5243
C: -0.1084 0.2704 -0.2021
C: 1.3481 -0.0669 -0.0204
O: -0.3713 1.6586 -0.0426
H: -2.1168 -0.2485 0.3232
H: -0.9783 -1.6166 0.1419
H: -0.9411 -0.5984 1.6067
H: -0.3202 0.1285 -1.3411
H: 1.4827 -1.0870 -0.3870
H: 1.9531 0.6225 -0.6181
H: 1.6830 -0.0056 1.0198
H: -0.5318 1.5428 -1.0047

Forces on atoms 1 to 2 (eV/Å):
-0.004 -0.177 0.106
0.076 -1.507 -1.184

Properties
* HOMO: -10.31 eV
* SMILES string: CC(C)O
* E_tot: -5287.0695 eV
* multiplicity: 1
* frontier orbital gap: 11.24 eV



# 6
The following is a quantum chemistry calculation of an isolated ion of composition C7H16N3 and charge +1, from the Open Molecules 2025 dataset.

Cartesian coordinates (Å):
C: -2.3927 1.4486 -0.0034
C: -0.5633 0.1942 0.6131
C: 1.2167 -1.2080 -0.0917
C: 1.7628 1.1646 0.7614
C: 0.7438 0.8919 -1.6031
C: -2.0822 -1.8767 0.3030
C: 0.7671 0.3336 -0.0930
N: -2.6151 0.3475 -0.6088
N: -1.1910 1.4901 0.6474
N: -1.5358 -0.5546 -0.2014
H: -3.0551 2.2478 -0.0116
H: -0.4809 -0.2066 1.6478
H: 2.2428 -1.2551 -0.2706
H: 0.5103 -1.6857 -0.8433
H: 1.0074 -1.5923 1.0362
H: 2.6281 1.3199 0.1201
H: 1.2490 2.1517 0.9492
H: 2.0101 0.5771 1.5414
H: 1.7635 0.6227 -1.9091
H: 0.7343 1.9839 -1.5492
H: -0.0535 0.4677 -2.2055
H: -2.9092 -1.7333 0.9629
H: -2.4566 -2.4361 -0.5445
H: -1.2442 -2.1974 0.8422
H: -0.5567 2.3015 0.8956
H: -1.0927 -0.7806 -1.1329

Forces on atoms 1 to 2 (eV/Å):
0.586 6.882 3.896
-0.150 1.882 0.635

Properties
* HOMO (spin up / spin down): -9.22 / -15.35 eV
* net charge: +1
* E_tot: -11975.6772 eV
* ⟨S²⟩: 2.01
* multiplicity: 3
* frontier orbital gap (spin up / spin down): 6.43 / 8.72 eV